Molecular formula: C42H90N6O39
Method: DFT, the ωB97M-V functional and the def2-TZVPD basis

Results
* HOMO energy: -0.3861 Ha
* energy relative to the best compared isomer or geometry (same formula, charge and spin): 0.0 kJ/mol
* M: 1303.18 g mol⁻¹

Structure (ORCA input):
```
! wB97M-V def2-TZVPD RIJCOSX def2/J DEFGRID3
* xyz 0 1
C 1.854 1.317 -1.146
C 3.001 1.839 -2.104
O 4.268 1.827 -1.434
C 4.798 0.603 -1.373
O 4.328 -0.451 -1.827
O 5.999 0.675 -0.799
C 6.605 -0.643 -0.810
H 2.210 0.370 -0.677
H 0.896 1.109 -1.678
H 1.617 2.001 -0.368
H 2.812 2.888 -2.367
H 3.161 1.096 -2.938
H 6.634 -0.935 -1.835
H 6.013 -1.274 -0.196
H 7.574 -0.575 -0.298
C -0.895 5.729 -0.690
C -1.178 4.380 -1.311
O -1.483 4.492 -2.706
C -0.585 4.203 -3.569
O 0.511 3.741 -3.335
O -1.069 4.622 -4.766
C -0.084 4.513 -5.809
H 0.070 6.089 -1.150
H -0.753 5.638 0.365
H -1.690 6.507 -0.829
H -2.046 3.928 -0.839
H -0.332 3.732 -1.157
H -0.410 5.186 -6.584
H -0.053 3.487 -6.189
H 0.918 4.824 -5.491
C -1.956 -4.631 1.022
C -2.069 -3.487 1.975
O -0.687 -2.990 2.222
C -0.462 -2.240 3.229
O -1.298 -1.962 4.115
O 0.773 -1.793 3.155
C 1.262 -1.050 4.317
H -1.169 -4.546 0.273
H -2.941 -4.819 0.541
H -1.716 -5.540 1.587
H -2.496 -3.828 2.917
H -2.683 -2.653 1.598
H 1.375 -1.718 5.145
H 0.556 -0.280 4.569
H 2.189 -0.634 3.982
C -1.231 1.983 1.741
C -0.967 0.648 1.053
O -1.410 0.649 -0.337
C -2.472 -0.034 -0.637
O -3.184 -0.607 0.178
O -2.669 -0.019 -1.975
C -3.582 -0.977 -2.465
H -2.246 1.959 2.164
H -1.240 2.787 1.049
H -0.590 2.122 2.570
H -1.470 -0.202 1.535
H 0.085 0.449 0.972
H -3.701 -0.606 -3.481
H -4.477 -1.008 -1.881
H -3.211 -2.005 -2.509
C 7.139 1.934 5.757
C 5.699 1.473 5.972
O 4.882 2.583 5.360
C 3.568 2.425 5.280
O 2.848 1.710 5.897
O 3.056 3.262 4.306
C 1.642 3.145 4.184
H 7.458 1.981 4.695
H 7.782 1.237 6.311
H 7.334 2.868 6.237
H 5.443 1.415 7.004
H 5.558 0.488 5.483
H 1.485 3.841 3.418
H 1.263 3.338 5.186
H 1.423 2.104 3.986
C 4.586 -0.066 2.256
C 6.010 0.271 2.501
O 6.484 -0.594 3.604
C 7.744 -0.857 3.593
O 8.662 -0.250 3.121
O 7.850 -1.965 4.368
C 9.104 -2.470 4.670
H 4.114 -0.016 3.239
H 4.453 -1.031 1.771
H 4.075 0.767 1.720
H 6.201 1.321 2.742
H 6.618 0.070 1.637
H 9.130 -2.720 5.777
H 9.933 -1.769 4.535
H 9.348 -3.373 4.076
C -6.039 -2.032 -4.983
C -6.045 -0.551 -4.878
O -4.861 -0.070 -5.483
C -4.880 1.083 -6.125
O -5.840 1.812 -6.144
O -3.709 1.166 -6.746
C -3.482 2.429 -7.327
H -6.645 -2.543 -4.225
H -4.970 -2.262 -4.782
H -6.258 -2.424 -5.983
H -6.031 -0.348 -3.813
H -6.888 -0.027 -5.301
H -3.413 3.188 -6.578
H -4.193 2.559 -8.121
H -2.512 2.365 -7.849
C -5.578 -7.286 -4.130
C -5.158 -6.044 -4.822
O -4.196 -5.203 -4.104
C -2.931 -5.629 -4.082
O -2.500 -6.438 -4.805
O -2.359 -4.896 -3.157
C -0.948 -4.893 -3.235
H -5.980 -7.898 -4.944
H -6.228 -7.130 -3.258
H -4.680 -7.815 -3.794
H -5.989 -5.381 -5.069
H -4.696 -6.245 -5.803
H -0.577 -3.888 -3.549
H -0.641 -5.727 -3.882
H -0.613 -5.076 -2.228
C 1.645 -2.628 -0.724
C 2.826 -2.767 0.136
O 2.411 -2.990 1.528
C 3.426 -3.321 2.295
O 4.620 -3.417 1.971
O 2.991 -3.491 3.533
C 3.839 -3.853 4.603
H 1.204 -3.621 -0.840
H 1.954 -2.218 -1.662
H 0.887 -1.997 -0.322
H 3.416 -1.842 0.194
H 3.504 -3.580 -0.212
H 4.415 -3.021 4.984
H 4.544 -4.623 4.350
H 3.219 -4.203 5.376
C 4.536 4.508 1.148
N 3.084 4.251 1.394
O 2.439 5.264 1.639
O 2.694 3.110 1.397
H 4.963 3.635 1.622
H 4.804 5.449 1.664
H 4.702 4.539 0.081
C -4.154 -0.679 3.572
N -4.715 0.649 3.931
O -4.595 1.070 5.064
O -5.349 1.191 3.050
H -4.662 -1.408 4.276
H -3.113 -0.680 3.860
H -4.388 -0.888 2.537
C -4.466 4.391 -3.549
N -3.768 3.124 -3.196
O -3.787 2.875 -1.992
O -3.232 2.473 -4.007
H -5.468 4.150 -3.911
H -3.907 4.947 -4.297
H -4.634 4.880 -2.601
C -6.053 0.851 -0.209
N -6.746 0.067 -1.254
O -7.183 0.714 -2.185
O -6.993 -1.108 -1.008
H -6.508 1.829 -0.124
H -4.978 0.810 -0.463
H -6.181 0.291 0.718
C -2.200 0.810 7.229
N -1.654 1.986 6.413
O -1.299 3.008 6.988
O -1.654 1.901 5.191
H -1.456 0.012 7.122
H -3.122 0.489 6.734
H -2.418 1.120 8.261
C -1.096 0.173 -5.147
N -0.052 -0.811 -4.720
O 0.627 -0.486 -3.749
O 0.033 -1.895 -5.226
H -1.792 0.269 -4.295
H -1.548 -0.264 -6.048
H -0.670 1.154 -5.321
*
```